[1]
{
  "formula": "C17H16Br2ClF3N2O4S",
  "method": "ωB97M-V/def2-TZVPD",
  "e_lumo_ha": -0.0724,
  "e_homo_ha": -0.320,
  "gap_ev": 6.74,
  "species": ["C", "C", "Br", "C", "Br", "C", "C", "C", "C", "C", "O", "Cl", "C", "N", "S", "N", "C", "C", "C", "O", "C", "F", "F", "F", "H", "H", "H", "H", "H", "H", "H", "H", "O", "C", "O", "C", "C", "C", "H", "H", "H", "H", "H", "H", "H", "H"],
  "xyz": [[-2.28408, 3.79833, -2.60459], [-1.33903, 4.66117, -1.55128], [-0.93994, 6.59933, -2.03478], [-0.80669, 4.04447, -0.30318], [0.37736, 5.20441, 0.85854], [-1.11150, 2.48633, 0.19251], [-0.07960, 1.24687, -0.21707], [-0.42746, -0.26844, 0.34302], [0.67465, -1.46016, -0.06029], [0.14558, -2.10372, -1.49276], [-1.18146, -2.40670, -1.53376], [1.26629, -2.36528, -2.96404], [-1.73604, -0.67600, 1.24801], [-2.16872, -2.01426, 1.82519], [-3.67506, -1.74070, 2.68955], [-3.90500, -0.00442, 2.41372], [-2.74394, 0.56709, 1.60437], [-2.45750, 2.10337, 1.10845], [-3.46926, 3.35096, 1.44236], [-4.20385, 3.67432, 0.20945], [-5.62571, 3.30521, 0.28915], [-6.07638, 3.10106, -1.13854], [-6.48801, 4.43893, 0.79299], [-5.90047, 2.02008, 0.98045], [-3.42445, 3.79133, -2.30071], [-1.86747, 2.69339, -2.77230], [-2.23330, 4.32535, -3.66691], [0.90941, 1.40167, -0.85710], [0.65936, -2.31204, 0.77542], [1.78046, -1.04455, -0.12179], [-2.76917, 4.29214, 1.66427], [-4.13269, 3.21320, 2.39641], [3.97657, -1.18086, -0.39211], [4.42044, -2.28876, -0.09785], [4.24966, -3.34138, -0.92462], [4.91721, -4.60807, -0.77983], [4.13863, -5.52769, 0.14003], [5.07770, -2.51738, 1.23290], [5.95506, -4.47538, -0.46077], [4.95737, -5.05278, -1.77984], [4.07028, -5.11948, 1.15190], [4.61447, -6.51109, 0.19492], [3.11298, -5.65234, -0.22187], [4.32044, -2.80046, 1.96816], [5.55298, -1.58315, 1.55107], [5.86989, -3.26391, 1.20315]],
  "forces_ev_per_a": [[0.40, 0.57, -0.77], [0.60, -2.83, 2.86], [-0.54, -2.57, 0.61], [-1.72, 0.76, -3.04], [-1.30, -1.57, -1.02], [-1.54, -2.77, 1.36], [-3.29, -2.23, 2.86], [0.44, 2.07, -0.58], [-0.24, 0.43, -0.04], [-7.48, -1.27, 1.13], [9.38, 1.86, -0.38], [-1.52, 0.42, 2.22], [-1.10, 1.08, 0.52], [-0.41, 5.43, -0.96], [3.44, 4.36, -3.22], [4.02, -0.15, -2.11], [-0.17, -2.93, 0.53], [2.44, -0.43, -1.44], [2.35, 0.00, 0.97], [-4.55, -1.48, 1.70], [-0.42, -0.06, -2.31], [1.45, 0.72, 4.87], [2.94, -4.22, -1.25], [0.83, 4.82, -2.01], [2.51, -0.03, -0.30], [-0.93, 2.48, 0.76], [0.01, -1.01, 2.36], [-2.44, -0.31, 1.59], [-0.22, 1.78, -2.04], [-2.45, -0.77, -0.11], [-1.60, -2.05, -0.68], [1.12, -0.11, -2.12], [0.56, -2.04, 0.11], [-0.59, 1.26, -0.15], [0.01, 0.59, -0.34], [-0.05, -0.26, 0.16], [-0.15, 0.04, 0.19], [0.70, 0.27, 0.14], [-0.15, 0.09, 0.06], [-0.12, 0.36, 0.08], [0.11, -0.08, -0.07], [-0.05, 0.12, -0.03], [0.19, -0.02, -0.05], [0.09, -0.03, -0.09], [-0.35, -0.13, -0.06], [-0.21, -0.17, 0.07]],
  "mulliken_charge": [-0.74, 0.25, -0.14, -0.46, -0.10, 0.50, -0.55, 0.40, -0.43, 0.48, -0.48, -0.15, 0.34, -0.54, 0.21, -0.47, 0.29, 0.43, -0.94, -0.20, 0.72, -0.26, -0.25, -0.21, 0.16, 0.23, 0.35, 0.30, 0.36, 0.14, 0.33, 0.44, -0.64, 0.85, -0.33, -0.39, -0.97, -1.05, 0.36, 0.33, 0.27, 0.37, 0.28, 0.24, 0.33, 0.34]
}

=====

[2]
{
  "formula": "C17H16BrClPd",
  "method": "ωB97M-V/def2-TZVPD",
  "s2": 6.059,
  "multiplicity": 5,
  "e_lumo_ha": [0.0220, -0.0784],
  "e_homo_ha": [-0.265, -0.299],
  "gap_ev": [7.81, 5.99],
  "species": ["C", "C", "C", "H", "C", "C", "H", "H", "H", "H", "Pd", "Br", "C", "C", "C", "H", "C", "C", "H", "H", "H", "H", "Cl", "C", "C", "C", "C", "C", "C", "C", "H", "H", "H", "H", "H", "H"],
  "xyz": [[0.79524, 1.34122, -2.30074], [0.11104, 1.87309, -1.17779], [0.68352, 1.31099, 0.00922], [-0.60790, 2.68802, -1.14960], [1.71948, 0.41346, -0.35630], [1.80963, 0.46289, -1.77436], [2.50428, -0.07707, -2.37295], [0.58933, 1.58732, -3.34221], [0.43693, 1.64476, 1.01128], [2.31591, -0.16925, 0.34210], [-0.01783, -0.17282, -1.24169], [-2.49167, -2.05812, -0.84104], [0.50282, -2.94569, -2.37439], [1.76380, -2.54309, -2.89012], [1.52914, -1.60184, -3.95644], [2.74587, -2.99032, -2.65286], [0.12294, -1.39779, -4.06808], [-0.52195, -2.30315, -3.16531], [-1.57414, -2.54661, -3.17403], [0.33558, -3.73518, -1.64363], [2.30493, -1.22532, -4.65194], [-0.37339, -0.83316, -4.85899], [0.49011, -1.27025, 2.39226], [-0.19486, 0.12442, 3.10635], [0.34755, 0.61793, 4.28207], [-0.27941, 1.69218, 4.94287], [-1.46884, 2.24029, 4.44110], [-2.01342, 1.77928, 3.24308], [-1.39618, 0.68264, 2.51520], [-1.98048, 0.15322, 1.37323], [1.23071, 0.13380, 4.67831], [0.10470, 2.01726, 5.90358], [-1.98555, 3.03817, 4.99532], [-2.94048, 2.20845, 2.84268], [-2.62544, 0.78275, 0.76080], [-1.97197, -0.92246, 1.15302]],
  "forces_ev_per_a": [[1.36, 1.58, -0.70], [0.43, 2.25, 0.78], [0.68, 2.07, 1.06], [-0.08, -0.47, -0.23], [1.57, 1.05, 0.74], [1.80, 1.13, -0.93], [0.29, -0.26, -0.17], [0.20, -0.24, 0.40], [-0.10, -0.40, -0.20], [-0.14, 0.14, -0.37], [-6.53, -7.29, -0.37], [0.59, 0.40, -0.37], [2.28, -0.14, -0.63], [-1.26, -1.36, 1.04], [-1.13, 0.20, -0.75], [-0.77, 0.47, 0.06], [0.50, -0.59, -0.07], [0.74, 1.00, -1.05], [0.21, 0.00, 0.07], [-0.01, 0.41, -0.14], [-0.66, -0.14, 0.63], [0.17, -0.15, 0.39], [0.34, -0.50, -0.31], [-1.43, 0.83, 0.35], [-0.55, 0.45, -0.16], [-0.16, -0.57, -0.14], [-0.12, 0.08, -0.34], [0.88, -0.44, -0.33], [0.55, 0.84, 1.90], [-0.66, -0.51, -0.29], [-0.01, 0.13, 0.09], [0.05, 0.08, -0.17], [0.33, -0.43, -0.29], [0.43, -0.22, 0.19], [-0.11, -0.28, 0.26], [0.34, 0.86, 0.03]],
  "mulliken_charge": [-0.54, -0.49, -0.45, 0.42, -0.44, -0.64, 0.64, 0.41, 0.66, 0.37, 0.73, -0.59, -0.33, -0.27, -0.40, 0.39, -0.50, -0.92, 0.69, 0.40, 0.48, 0.46, -0.17, 0.70, -0.60, -0.41, -0.53, -0.59, 0.51, -1.17, 0.42, 0.36, 0.34, 0.38, 0.32, 0.38]
}

=====

[3]
{
  "formula": "C17H16ClNO5",
  "method": "ωB97M-V/def2-TZVPD",
  "e_lumo_ha": 0.0091,
  "e_homo_ha": -0.301,
  "gap_ev": 8.44,
  "species": ["O", "C", "O", "H", "C", "C", "C", "C", "C", "C", "C", "O", "N", "H", "C", "H", "H", "C", "C", "H", "H", "O", "C", "C", "C", "C", "C", "C", "H", "H", "Cl", "H", "H", "O", "H", "H", "H", "H", "H", "H"],
  "xyz": [[2.52298, 0.27974, 1.74232], [1.88620, -0.73880, 1.59611], [1.23757, -1.31331, 2.60646], [1.31580, -0.77623, 3.41111], [1.79876, -1.54666, 0.35033], [2.02544, -2.91607, 0.49298], [1.98194, -3.76289, -0.59759], [1.67366, -3.25558, -1.84897], [1.41309, -1.90674, -1.99455], [1.49153, -1.03090, -0.91506], [1.09480, 0.38482, -1.20724], [0.16007, 0.61151, -1.96388], [1.86255, 1.34498, -0.66791], [2.48631, 1.08845, 0.08768], [1.53134, 2.75018, -0.78947], [1.51839, 3.02271, -1.85067], [2.31786, 3.31361, -0.28810], [0.15172, 3.13142, -0.20392], [-0.15301, 2.37437, 1.11618], [0.71606, 2.48019, 1.77367], [-1.02019, 2.83812, 1.59858], [-0.34884, 0.97718, 1.00451], [-1.58084, 0.47097, 0.69633], [-2.69298, 1.22136, 0.33335], [-3.89448, 0.59230, 0.05744], [-3.99034, -0.78443, 0.14021], [-2.88802, -1.54533, 0.49642], [-1.69288, -0.91818, 0.77757], [-0.83097, -1.49829, 1.06440], [-2.96513, -2.61943, 0.55586], [-5.49435, -1.56579, -0.20686], [-4.75263, 1.17902, -0.23000], [-2.63198, 2.29164, 0.22348], [-0.86137, 3.01504, -1.15885], [-0.74576, 2.15333, -1.61102], [0.18249, 4.19720, 0.06269], [1.13349, -1.50160, -2.95523], [1.62195, -3.91103, -2.70493], [2.17447, -4.81691, -0.46716], [2.24529, -3.30993, 1.47375]],
  "forces_ev_per_a": [[0.03, -0.03, 0.09], [0.32, 0.40, 0.17], [-0.34, -0.38, 0.30], [0.16, 0.10, -0.24], [-0.03, -0.22, -0.22], [0.01, 0.06, 0.02], [0.01, -0.01, 0.01], [0.01, 0.03, 0.05], [0.02, 0.10, 0.02], [-0.11, -0.25, 0.13], [0.58, 0.22, 0.08], [-0.21, 0.00, -0.21], [0.21, 0.04, -0.01], [-0.07, -0.11, -0.15], [-0.43, 0.11, -0.16], [0.06, 0.09, 0.16], [0.01, -0.04, -0.03], [0.34, -0.25, 0.32], [0.07, 0.61, -0.16], [-0.11, 0.04, 0.01], [0.07, -0.06, 0.01], [-0.13, -0.19, -0.13], [-0.33, -0.23, 0.07], [0.22, 0.17, 0.12], [-0.04, -0.25, 0.04], [0.15, 0.13, 0.02], [-0.08, 0.08, -0.03], [0.11, 0.25, -0.01], [0.07, -0.07, 0.05], [-0.03, -0.10, 0.00], [-0.24, -0.12, -0.06], [-0.09, 0.03, -0.03], [0.05, 0.02, -0.01], [-0.33, -0.12, -0.29], [0.05, 0.21, 0.09], [0.08, -0.14, 0.05], [-0.05, 0.03, -0.05], [-0.01, -0.05, -0.08], [0.02, -0.08, 0.02], [-0.02, -0.03, 0.06]],
  "mulliken_charge": [-0.69, 0.41, -0.42, 0.38, 0.91, -0.78, -0.58, -0.61, -0.73, 0.52, 0.29, -0.73, -0.07, 0.40, -1.06, 0.28, 0.50, 0.03, -1.04, 0.49, 0.47, -0.18, 0.96, -0.52, -1.02, 0.36, -0.94, -0.04, 0.32, 0.42, -0.24, 0.41, 0.36, -0.64, 0.53, 0.50, 0.47, 0.41, 0.42, 0.44]
}

=====

Taking the records one at a time from the top gives calculated total energy values of -200638.384, -103926.440, -42139.746 eV.